{
  "formula": "C14H42NO10",
  "method": "ωB97M-V/def2-TZVPD",
  "multiplicity": 1,
  "energy_ev": -37156.3047,
  "charge": -1,
  "e_above_lowest_kcal_mol": 174.8,
  "e_homo_ev": -7.0,
  "elements": ["N", "O", "O", "O", "C", "C", "O", "H", "H", "H", "H", "H", "H", "C", "C", "O", "H", "H", "H", "H", "H", "H", "C", "C", "O", "H", "H", "H", "H", "H", "H", "C", "C", "O", "H", "H", "H", "H", "H", "H", "C", "C", "O", "H", "H", "H", "H", "H", "H", "C", "C", "O", "H", "H", "H", "H", "H", "H", "C", "C", "O", "H", "H", "H", "H", "H", "H"],
  "positions_angstrom": [[-0.0838, 0.3174, 0.8220], [-1.2001, 0.7179, 0.9892], [0.4026, 0.2209, -0.3371], [0.7144, 0.2703, 1.8051], [-1.8928, -4.1755, -0.7644], [-1.2045, -2.8976, -1.2612], [-2.2978, -2.2392, -2.0069], [-1.9585, -4.7652, -1.6391], [-2.8757, -4.1132, -0.3151], [-1.3994, -4.6558, -0.0781], [-0.3198, -3.0844, -1.9517], [-0.9592, -2.3301, -0.4511], [-1.8950, -1.3108, -2.2448], [2.1951, -2.6668, -3.7483], [1.8664, -1.3786, -2.9889], [2.1860, -1.7966, -1.5932], [3.2194, -2.8455, -3.9708], [1.8399, -2.3821, -4.6461], [1.5212, -3.4628, -3.5486], [0.8054, -1.0092, -3.1112], [2.5297, -0.5124, -3.1675], [1.6659, -1.1371, -1.2312], [4.1980, -1.4571, 3.7782], [2.7758, -1.8782, 3.5174], [1.8011, -0.9688, 4.0275], [4.5772, -1.5022, 4.8409], [4.2471, -0.4561, 3.3138], [4.8555, -2.0535, 3.2253], [2.5635, -2.8240, 3.8984], [2.5633, -2.0197, 2.4411], [1.6932, -0.1795, 3.4183], [-5.3732, -0.6955, 2.2286], [-4.1612, -1.0513, 1.5783], [-3.7824, 0.0350, 0.7350], [-5.0587, 0.0086, 3.1483], [-6.0268, -1.6501, 2.6305], [-5.8264, 0.0272, 1.5233], [-4.2558, -1.9392, 1.0455], [-3.2982, -1.3456, 2.3267], [-2.8849, 0.1771, 0.7948], [-0.3352, 4.9223, -1.1716], [-0.1452, 3.4778, -0.7058], [-1.2519, 3.2730, 0.1592], [0.5239, 5.3984, -1.6384], [-0.3728, 5.6054, -0.2366], [-1.2332, 5.1408, -1.8057], [0.8756, 3.2673, -0.2848], [-0.0824, 2.7741, -1.5234], [-1.3352, 2.3786, 0.5010], [5.0201, 2.5285, 2.5562], [3.5632, 2.1811, 2.4724], [3.3537, 1.2726, 1.4396], [4.9605, 3.3074, 3.2546], [5.2664, 2.9499, 1.5903], [5.5291, 1.7244, 2.7356], [2.8789, 3.0433, 2.3573], [2.9684, 1.6628, 3.4065], [2.4546, 1.0769, 1.4531], [-3.3289, 0.9187, -3.8888], [-2.5401, 1.3449, -2.5364], [-1.3441, 0.6123, -2.5078], [-2.7568, 1.0794, -4.8515], [-4.0633, 1.3779, -4.1025], [-3.5533, -0.1661, -4.0560], [-3.1442, 0.8674, -1.7257], [-2.4768, 2.3372, -2.3183], [-0.8977, 0.6528, -1.6051]]
}